# 1
A 2-piece molecular cluster, C3H10N2O2 overall, computed with ωB97M-V/def2-TZVPD.

Properties
* HOMO-LUMO gap: 8.774 eV
* highest occupied orbital energy: -8.1 eV
* ΔE to the lowest compared entry with this formula, charge and spin: 113.7 kcal per mole

Structure (XYZ):
```
17
C3H10N2O2, DFT ωB97M-V/def2-TZVPD
O 1.3354 0.1845 -1.1104
O 2.1268 0.6420 0.9980
N 0.6418 -1.1969 0.6912
N 0.3618 -2.2350 -0.2478
C -1.7003 0.9015 -0.4495
C -0.6145 1.0858 0.6090
C 1.2875 0.1703 0.2644
H -1.0211 1.1138 1.6302
H 1.1568 -2.3201 -0.8750
H -2.4100 1.7358 -0.4836
H -1.2543 0.8183 -1.4448
H -0.1972 -0.3690 0.8902
H -2.2934 -0.0042 -0.2781
H -0.0933 2.0335 0.4787
H 1.9255 0.9124 -1.3488
H -0.4207 -1.9149 -0.8093
H 1.1693 -1.5580 1.4857
```



# 2
C31H33ClN2O2Si2Tl as an isolated structure in a non-equilibrium geometry, computed with ωB97M-V/def2-TZVPD.

Properties
* HOMO-LUMO gap (spin up / spin down): 5.954 / 3.120 eV
* highest occupied orbital energy (spin up / spin down): -9.5 / -7.9 eV
* ΔE to the lowest compared entry with this formula, charge and spin: 0.0 kcal per mole
* charge: +1

Structure (XYZ):
```
72
C31H33ClN2O2Si2Tl, DFT ωB97M-V/def2-TZVPD
Tl 2.4375 0.5924 -0.8866
Cl 4.4079 0.5328 -7.1461
Si 0.6303 0.1967 -4.3865
Si 2.3980 0.3886 -7.1018
O 2.4760 -0.7194 1.3184
O 3.3437 -0.6609 3.3911
N 2.1948 1.1498 2.6267
N 1.5654 1.7557 1.4642
C -2.1032 -2.7013 -5.5517
C -1.9162 0.0708 -0.5685
C -0.2514 -1.3750 -4.7288
C 2.1150 2.8197 -8.6323
C -0.3610 -1.2512 0.5028
C -0.6819 2.6281 -8.6434
C -0.3762 1.7168 -4.5138
C -1.4219 -1.4782 -5.4962
C 1.3375 3.8009 -9.2585
C 2.0534 -2.4023 -7.1371
C 2.6811 -0.1041 2.3874
C -1.6153 -3.8107 -4.8570
C 0.4248 -2.5041 -9.3949
C -2.4007 2.8443 -3.8033
C 1.4942 1.7019 -8.0554
C 1.4674 -3.6061 -7.5205
C -0.6123 -1.8171 -0.7714
C 3.6024 0.1529 4.5633
C -0.6229 4.0958 -4.8767
C -1.1801 -0.0903 0.6423
C -1.6497 1.6774 -3.9355
C 1.0047 -1.2906 -9.0021
C -1.8906 4.0514 -4.2887
C 0.0874 1.6081 -8.0835
C -0.4164 -3.7253 -4.1352
C 0.2810 -2.5185 -4.0935
C 0.1472 2.9393 -4.9739
C 1.7990 -1.2168 -7.8441
C -1.5865 -1.0130 -1.4265
C 0.6483 -3.6632 -8.6506
C -0.0600 3.7203 -9.2568
H 2.6843 0.5675 5.0029
H -2.0404 0.7368 -3.5496
H -2.0293 -1.2102 -2.4015
H 2.7819 1.7963 3.1530
H 1.9751 0.4447 -5.4957
H -2.4883 4.9580 -4.2083
H 3.2015 2.9185 -8.5937
H 0.1866 -4.6103 -8.9344
H -2.1579 -4.7569 -4.8731
H 4.3257 0.9528 4.3469
H 1.2244 -2.4441 -3.5376
H 0.7499 0.1185 -2.9093
H -0.2298 5.0423 -5.2485
H 4.0562 -0.5542 5.2534
H -0.1788 -2.7277 -1.1768
H -1.7690 2.5689 -8.5914
H 0.6686 1.2697 1.3399
H -1.8102 -0.6087 -6.0289
H 1.6473 -4.4922 -6.9133
H 1.3242 2.7163 1.7171
H -1.2977 0.5047 1.5526
H -0.4278 0.7523 -7.6329
H -2.6281 0.8731 -0.7791
H 1.8277 4.6528 -9.7293
H 0.8004 -0.4011 -9.6029
H -0.0137 -4.5963 -3.6090
H 1.1474 2.9748 -5.4118
H 0.2758 -1.6831 1.2694
H -0.6657 4.5180 -9.6968
H -3.0286 -2.7820 -6.1266
H -0.2074 -2.5456 -10.2823
H -3.3812 2.8063 -3.3254
H 2.6839 -2.3626 -6.2475
```



# 3
A 2-piece molecular cluster, CH4N7O overall in a non-equilibrium geometry, computed with ωB97M-V/def2-TZVPD.

Properties
* HOMO-LUMO gap: 6.754 eV
* highest occupied orbital energy: -13.6 eV
* ΔE to the lowest compared entry with this formula, charge and spin: 0.0 kcal per mole
* charge: +1

Structure (XYZ):
```
13
CH4N7O, DFT ωB97M-V/def2-TZVPD
O -0.5974 -3.4831 -1.2034
N 1.2649 0.9938 -0.8378
N -0.9797 -0.6832 1.2229
N -0.7616 -1.5759 0.3560
N 0.0650 -1.0900 -0.5162
N -0.3715 0.4434 0.8640
N 0.0236 -2.8294 -1.8299
N -0.4231 1.6168 1.5794
C 0.3175 0.1638 -0.3134
H 1.4942 1.8715 -0.4162
H 1.5840 0.9034 -1.7777
H -0.3790 2.2937 0.8010
H -1.2369 1.3754 2.0713
```



# 4
C16H14ClFZr as an isolated structure in a non-equilibrium geometry, computed with ωB97M-V/def2-TZVPD.

Properties
* HOMO-LUMO gap (spin up / spin down): 4.603 / 3.189 eV
* highest occupied orbital energy (spin up / spin down): -6.5 / -5.7 eV

Structure (XYZ):
```
33
C16H14ClFZr, DFT ωB97M-V/def2-TZVPD
Zr -0.8317 0.3175 -1.4149
Cl -3.0007 0.7473 -2.2384
F 1.0783 5.3567 1.8270
C 1.1666 0.2599 -2.7465
C -1.8188 -2.9249 2.0054
C -0.8853 -3.8120 1.4043
C 0.3187 -2.2872 2.6168
C 0.2821 -1.7039 -1.8142
C 0.0207 1.8076 0.0836
C 0.4749 1.7712 1.4050
C 0.0323 -0.1315 -3.5259
C 1.3597 -0.7173 -1.6984
C -0.0696 2.9817 -0.6820
C 0.6795 4.1713 1.2615
C 0.8259 3.0059 2.0047
C 0.4367 -3.3782 1.7074
C 0.2750 4.2043 -0.0715
C -1.0636 -1.9710 2.7692
C -0.4357 -1.4276 -3.0106
H -0.3892 2.9309 -1.7455
H 1.3488 -3.8397 1.3824
H 0.1644 -2.5515 -1.1589
H 1.7575 1.1395 -2.9599
H 0.5451 0.8104 1.9201
H 1.1446 -1.7810 3.1055
H -1.1317 -4.7135 0.8412
H 0.2726 5.1380 -0.6373
H 1.2454 3.0482 3.0078
H -0.2981 0.3249 -4.4583
H -1.2160 -2.0086 -3.4778
H 2.1153 -0.7130 -0.9217
H -1.4985 -1.1387 3.3325
H -2.9051 -2.9155 1.8874
```



# 5
C5H6HgO3 as an isolated structure in a non-equilibrium geometry, computed with ωB97M-V/def2-TZVPD.

Properties
* HOMO-LUMO gap (spin up / spin down): 4.007 / 4.672 eV
* spin multiplicity: 2
* highest occupied orbital energy (spin up / spin down): -10.9 / -11.6 eV
* ΔE to the lowest compared entry with this formula, charge and spin: 100.7 kcal per mole
* charge: +1

Structure (XYZ):
```
15
C5H6HgO3, DFT ωB97M-V/def2-TZVPD
Hg 1.5182 -0.7506 2.2256
O 3.8203 0.4067 -1.0429
O -0.0763 -0.6381 1.5026
O 2.9015 -0.2376 0.9507
C -1.8710 -0.5248 -0.0615
C 3.1165 0.1194 -0.1706
C -4.0657 0.6237 -0.3787
C -0.6281 -0.2860 0.3684
C -2.6750 0.4513 -0.8944
H 0.2655 0.0718 -0.4445
H -2.7068 0.1045 -1.9390
H -4.9028 0.0450 -0.7735
H -2.3404 -1.4694 0.2326
H -2.1452 1.4209 -0.9011
H -4.2499 1.2824 0.4728
```



# 6
A 2-piece molecular cluster, C9H14 overall in a non-equilibrium geometry, computed with ωB97M-V/def2-TZVPD.

Properties
* HOMO-LUMO gap: 9.899 eV
* highest occupied orbital energy: -8.9 eV
* ΔE to the lowest compared entry with this formula, charge and spin: 44.8 kcal per mole

Structure (XYZ):
```
23
C9H14, DFT ωB97M-V/def2-TZVPD
C -0.2162 -2.5685 1.5018
C -0.9144 -1.8284 0.6263
C 0.7679 -0.1851 0.5341
C -0.4803 -0.6456 0.1801
C 1.6240 -1.0214 1.3148
C 1.3036 0.9781 -0.2165
C 1.1037 -2.1990 1.8136
C -1.9402 2.3556 -2.3424
C -0.7505 3.2704 -1.9323
H 1.7494 1.7167 0.4875
H 1.7837 -2.9490 2.3010
H -1.8959 -2.1769 0.2352
H -0.5835 3.0953 -0.8633
H 2.5443 -0.5683 1.3769
H -0.6085 -3.4926 1.9185
H -2.9925 2.7025 -2.0145
H -1.1697 4.2725 -2.2604
H -1.9496 2.0185 -3.3213
H 2.2066 0.8445 -0.7713
H -1.1756 -0.2812 -0.6009
H 0.7881 1.4820 -1.0563
H -1.7754 1.3872 -1.9042
H 0.0934 3.0119 -2.4048
```